[1]
# C38H76FN7O5PS2

A 3-piece molecular cluster, C38H76FN7O5PS2 overall in a non-equilibrium geometry (ωB97M-V/def2-TZVPD, OMol25).

Structure (XYZ):
```
130
Properties=species:S:1:pos:R:3:mulliken_charge:R:1
C -2.234 4.947 -4.065 -0.808
C -3.038 4.851 -2.640 -0.591
C -2.797 3.417 -1.883 -0.141
C -1.202 3.158 -1.446 0.186
O -1.033 1.896 -0.772 -0.315
C -0.248 1.852 0.433 0.356
C -0.948 2.882 1.503 -0.222
C -2.613 2.758 1.572 -0.609
C -3.160 2.544 3.130 -0.351
C -4.782 2.142 3.176 -0.911
N -5.093 0.986 2.248 0.200
C -5.834 1.282 0.948 -0.307
C -5.959 -0.186 0.159 -0.558
C -5.245 -1.344 1.091 -0.376
C -4.730 -0.477 2.384 -0.103
C -0.640 0.343 1.065 -1.494
N -0.160 0.162 2.485 1.666
N -0.441 -1.133 2.869 -0.913
C -1.432 -1.172 3.846 0.135
S -2.139 -1.273 5.427 0.022
C 1.312 0.489 2.448 -1.731
N 2.067 0.542 3.629 0.274
S 1.452 0.251 5.234 -0.164
N 2.105 0.850 1.176 1.153
C 2.575 -0.379 0.486 0.511
C 2.581 -1.757 1.454 -1.177
C 4.174 -0.360 -0.007 -0.442
C 4.393 -1.226 -1.421 -0.996
C 1.387 1.894 0.342 0.910
C 2.003 2.061 -1.198 0.296
C 1.475 1.086 -2.360 -0.562
F 1.859 3.476 -1.717 -0.423
P 2.136 3.564 1.063 -0.207
C 1.925 3.798 2.911 -0.821
C 4.083 3.525 0.898 -0.425
C 4.641 4.206 -0.482 -0.750
H -2.882 5.633 -4.791 0.327
H -1.203 5.478 -3.887 0.201
H -2.100 3.901 -4.577 0.188
H -2.835 5.744 -1.910 0.278
H -4.200 4.890 -2.911 0.342
H -3.146 2.560 -2.634 0.292
H -3.535 3.372 -0.979 -0.086
H -0.737 4.111 -0.956 0.178
H -0.647 3.059 -2.501 -0.186
H -0.724 4.006 1.224 0.690
H -0.629 2.741 2.618 0.141
H -3.048 1.930 0.873 0.142
H -3.062 3.811 1.236 0.343
H -2.514 1.780 3.745 0.137
H -3.064 3.584 3.666 0.341
H -5.486 3.068 3.040 0.337
H -4.972 1.739 4.280 0.315
H -6.222 2.334 0.546 0.297
H -6.445 -0.393 -0.905 0.273
H -5.079 -2.491 0.921 0.301
H -4.152 -0.770 3.359 0.267
H -1.808 0.150 1.045 0.394
H -0.196 -0.458 0.298 0.317
H 3.101 0.785 3.562 0.391
H 1.822 -1.066 5.644 0.226
H 1.881 -0.765 -0.408 -0.107
H 3.245 -2.533 0.834 0.483
H 3.149 -1.595 2.462 0.231
H 1.527 -2.250 1.540 0.222
H 4.622 0.708 -0.109 0.122
H 4.858 -0.929 0.790 0.510
H 5.328 -1.950 -1.257 0.333
H 3.442 -1.831 -1.734 0.272
H 4.752 -0.431 -2.214 0.246
H 3.192 1.933 -1.185 -0.200
H 2.332 0.407 -2.822 -0.113
H 0.619 0.319 -2.037 0.023
H 1.022 1.717 -3.249 0.099
H 2.967 3.902 3.486 0.287
H 1.301 3.039 3.523 0.156
H 1.403 4.861 3.079 0.318
H 4.484 4.237 1.771 0.443
H 4.529 2.468 1.152 0.215
H 3.858 4.928 -1.010 0.209
H 5.684 4.748 -0.309 0.350
H 4.878 3.323 -1.250 0.159
C 6.113 2.255 -7.601 -0.676
O 5.027 2.122 -8.508 -0.321
C 4.957 0.834 -9.128 -0.807
C 3.786 0.009 -8.562 -0.156
N 4.054 -0.419 -7.185 -0.294
C 2.874 -0.922 -6.471 -0.745
C 1.654 0.015 -6.329 -0.580
O 1.863 1.126 -5.455 -0.241
C 2.580 2.205 -6.036 -0.699
H 6.236 3.319 -7.377 0.233
H 5.904 1.741 -6.661 0.258
H 7.047 1.882 -8.032 0.334
H 5.903 0.291 -9.078 0.394
H 4.749 1.021 -10.192 0.389
H 3.632 -0.877 -9.187 0.399
H 2.890 0.627 -8.622 0.140
H 4.431 0.363 -6.658 0.045
H 3.213 -1.187 -5.461 0.310
H 2.550 -1.856 -6.949 0.418
H 0.855 -0.573 -5.866 0.350
H 1.255 0.346 -7.293 0.402
H 2.347 2.342 -7.096 0.361
H 3.650 2.058 -5.890 0.116
H 2.310 3.123 -5.506 0.360
C -4.824 -6.386 3.030 -0.607
O -3.436 -6.166 3.245 -0.383
C -3.144 -4.894 3.832 -0.620
C -2.722 -5.048 5.306 0.263
N -3.861 -5.428 6.147 -0.390
C -3.487 -5.905 7.485 -0.691
C -2.540 -7.121 7.586 -0.488
O -3.121 -8.359 7.171 -0.430
C -3.158 -8.549 5.765 -0.481
H -4.929 -7.246 2.363 0.263
H -5.332 -6.627 3.965 0.286
H -5.301 -5.521 2.558 0.235
H -3.959 -4.178 3.712 0.385
H -2.280 -4.496 3.279 0.242
H -2.314 -4.098 5.666 -0.002
H -1.929 -5.795 5.344 0.147
H -4.388 -6.164 5.687 0.116
H -4.425 -6.168 7.993 0.375
H -3.051 -5.067 8.044 0.357
H -2.304 -7.252 8.648 0.365
H -1.578 -6.956 7.090 0.340
H -2.285 -8.126 5.260 0.268
H -4.080 -8.132 5.361 0.120
H -3.181 -9.624 5.564 0.323
```

Summary:
electronic energy: -94953.4239 eV
largest force on an atom: 8.403 eV Å⁻¹
orbital gap: 5.12 eV
charge: +1

[2]
# C5H16N4

A 2-piece molecular cluster, C5H16N4 overall in a non-equilibrium geometry (ωB97M-V/def2-TZVPD, OMol25).

Structure (XYZ):
```
25
Properties=species:S:1:pos:R:3:nbo_charge:R:1
C -1.063 -2.425 0.466 -0.624
C 0.340 -1.901 0.221 -0.222
N 0.391 -0.799 -0.803 -0.293
C 1.745 -0.284 -0.968 -0.424
N -0.128 -1.303 -2.027 -0.684
H -1.514 -2.743 -0.470 0.228
H -1.690 -1.647 0.893 0.207
H -1.038 -3.258 1.166 0.212
H 0.980 -2.732 -0.120 0.159
H 0.772 -1.496 1.137 0.201
H 2.456 -1.066 -1.275 0.158
H 1.742 0.484 -1.743 0.199
H 2.086 0.145 -0.027 0.213
H -0.303 -0.522 -2.652 0.354
H 0.520 -1.959 -2.473 0.321
N 0.243 3.509 0.781 -0.835
C 0.121 2.291 1.499 -0.099
C -0.776 1.318 1.245 -0.078
N -1.608 1.246 0.115 -0.844
H 0.387 4.300 1.394 0.372
H -0.567 3.697 0.202 0.355
H 0.689 2.259 2.418 0.189
H -0.863 0.497 1.942 0.191
H -1.480 2.010 -0.537 0.348
H -1.440 0.380 -0.388 0.396
```

Summary:
electronic energy: -11403.2003 eV
largest force on an atom: 1.312 eV Å⁻¹
energy relative to the best compared isomer or geometry (same formula, charge and spin): 53.9 kcal/mol
orbital gap: 8.31 eV
charge: 0
SMILES: CCN(C)N.N/C=C\N

[3]
# C36H55BrN6O5SSiV

C36H55BrN6O5SSiV as an isolated structure in a non-equilibrium geometry (ωB97M-V/def2-TZVPD, OMol25).

Structure (XYZ):
```
106
Properties=species:S:1:pos:R:3:mulliken_charge:R:1
V 0.465 -1.229 1.136 0.488
Br 2.336 4.247 4.743 -0.241
C 2.483 2.520 3.925 -0.367
C 3.672 2.140 3.326 -0.255
C 3.772 0.893 2.715 -0.786
C 2.681 0.018 2.676 -0.043
O 2.674 -1.127 2.037 -0.964
C 1.494 0.423 3.354 0.548
C 0.478 -0.632 3.345 -0.836
N -0.820 -0.482 3.563 -0.364
C -1.548 -1.639 3.594 -0.286
C -2.781 -1.631 4.276 -0.587
C -3.468 -2.798 4.546 -0.680
C -2.971 -4.033 4.140 -0.928
C -1.799 -4.095 3.361 0.833
C -1.232 -5.321 2.931 -1.351
C -0.105 -5.307 2.137 -0.536
C 0.404 -4.102 1.684 -1.135
N -0.125 -2.913 2.048 1.490
C -1.137 -2.889 2.986 0.513
C 1.389 1.664 3.953 0.029
H 4.517 2.820 3.321 0.359
H 4.687 0.598 2.213 0.378
H 0.930 -1.604 3.560 0.745
H -3.129 -0.671 4.638 0.437
H -4.395 -2.748 5.109 0.328
H -3.478 -4.955 4.403 0.347
H -1.685 -6.253 3.253 0.307
H 0.379 -6.227 1.830 0.394
H 1.242 -4.054 1.003 0.542
H 0.461 1.943 4.435 0.466
C 2.786 5.412 1.052 -1.452
C 2.647 4.627 -0.245 2.051
C 2.740 5.558 -1.449 -1.809
C 3.702 3.533 -0.329 -1.315
O 1.360 4.062 -0.221 0.442
Si 0.726 2.707 -0.918 -2.387
S 1.415 0.916 -0.282 1.312
O 1.033 2.941 -2.544 -0.266
C 0.321 2.436 -3.655 2.288
C -0.777 3.431 -4.005 -1.723
C 1.335 2.329 -4.789 -1.976
C -0.287 1.068 -3.363 -1.048
O -0.911 2.916 -0.798 0.834
C -1.737 3.217 0.332 2.256
C -1.217 2.568 1.603 -1.197
C -1.776 4.731 0.485 -1.808
C -3.110 2.667 -0.022 -1.876
H 3.748 5.930 1.100 0.418
H 2.698 4.745 1.909 -0.044
H 1.986 6.151 1.119 0.352
H 3.724 6.031 -1.499 0.442
H 1.980 6.337 -1.375 0.344
H 2.567 5.000 -2.370 0.124
H 4.696 3.990 -0.305 0.543
H 3.603 2.964 -1.255 0.130
H 3.601 2.834 0.503 0.047
H -0.336 4.405 -4.223 0.347
H -1.457 3.542 -3.161 0.064
H -1.341 3.094 -4.879 0.433
H 1.816 3.296 -4.946 0.373
H 0.861 2.016 -5.723 0.422
H 2.105 1.601 -4.531 0.309
H -1.062 1.127 -2.597 0.033
H 0.471 0.385 -2.988 -0.362
H -0.731 0.659 -4.276 0.700
H -0.230 2.954 1.866 0.042
H -1.129 1.488 1.499 -0.136
H -1.890 2.784 2.438 0.579
H -0.772 5.123 0.654 0.074
H -2.407 5.000 1.335 0.436
H -2.180 5.197 -0.417 0.354
H -3.059 1.580 -0.094 0.221
H -3.439 3.072 -0.982 0.358
H -3.845 2.931 0.743 0.428
C -1.252 -0.841 0.474 0.043
H -1.418 -0.090 -0.312 -0.223
H -2.201 -1.286 0.811 0.278
N 3.621 -1.463 -0.355 -0.298
C 2.518 -1.767 -1.063 -0.243
N 2.504 -1.492 -2.417 -0.587
O 1.552 -2.335 -0.543 -0.097
H 4.199 -0.743 -0.763 0.352
H 3.419 -1.329 0.665 0.177
H 2.930 -0.598 -2.631 0.407
H 1.538 -1.485 -2.724 0.129
C -0.580 -4.809 -1.593 -0.589
C -1.326 -5.656 -2.663 -0.740
N -2.698 -5.162 -2.836 -0.250
C -3.361 -5.176 -1.525 -0.907
C -2.621 -4.235 -0.533 -0.235
N -1.426 -3.708 -1.169 0.404
C -1.795 -2.905 -2.318 -0.321
C -2.627 -3.771 -3.306 -0.854
H 0.355 -4.396 -1.976 0.368
H -0.336 -5.405 -0.711 0.267
H -1.374 -6.710 -2.375 0.319
H -0.828 -5.601 -3.635 0.283
H -3.369 -6.209 -1.167 0.372
H -4.400 -4.870 -1.665 0.303
H -2.329 -4.752 0.384 -0.227
H -3.247 -3.389 -0.245 0.599
H -0.880 -2.527 -2.779 0.007
H -2.351 -2.036 -1.960 0.378
H -2.187 -3.770 -4.307 0.365
H -3.650 -3.397 -3.397 0.318
```

Summary:
electronic energy: -171851.6749 eV
largest force on an atom: 1.625 eV Å⁻¹
energy relative to the best compared isomer or geometry (same formula, charge and spin): 0.0 kcal/mol
orbital gap (spin up / spin down): 3.90 / 5.35 eV
charge: -2
⟨S²⟩: 4.1940
2S+1: 4

[4]
# C3H5O4Yb

C3H5O4Yb as an isolated structure in a non-equilibrium geometry (ωB97M-V/def2-TZVPD, OMol25).

Structure (XYZ):
```
13
Properties=species:S:1:pos:R:3:nbo_charge:R:1
O 0.950 -1.060 -0.179 -0.810
C 0.077 1.055 -0.835 1.023
C -0.095 -1.161 0.761 -0.080
O -0.597 0.964 -1.906 -0.962
O -0.699 1.138 0.296 -0.545
C -0.403 0.212 1.338 -0.089
H 0.220 -1.836 1.569 0.168
H -1.003 -1.540 0.258 0.166
H 0.465 0.581 1.908 0.177
H -1.302 0.167 1.965 0.192
Yb -0.549 0.223 -4.209 0.999
O 1.316 1.389 -0.776 -0.770
H 1.619 -0.133 -0.191 0.530
```

Summary:
electronic energy: -42908.9952 eV
largest force on an atom: 4.057 eV Å⁻¹
energy relative to the best compared isomer or geometry (same formula, charge and spin): 33.2 kcal/mol
orbital gap (spin up / spin down): 6.30 / 8.17 eV
charge: 0
⟨S²⟩: 0.7505
2S+1: 2

[5]
# C6H11NO2

An isolated molecule of C6H11NO2 in a non-equilibrium geometry (ωB97M-V/def2-TZVPD, OMol25).

Structure (XYZ):
```
20
Properties=species:S:1:pos:R:3:nbo_charge:R:1
C -0.613 0.534 -0.303 0.447
C -0.280 1.470 -1.418 -0.684
C -2.001 0.532 0.253 -0.668
C 1.074 -1.168 -0.201 0.721
C 0.474 0.154 0.555 -0.171
N 1.242 -2.248 0.680 -0.870
C 0.978 0.664 1.664 -0.393
O -0.463 -1.253 -1.032 -0.780
O 1.927 -0.940 -1.076 -0.738
H -0.065 -1.512 -1.878 0.499
H 2.203 -2.525 0.815 0.396
H 0.681 -2.254 1.518 0.376
H -0.158 2.473 -0.996 0.240
H -1.077 1.495 -2.161 0.223
H 0.673 1.162 -1.855 0.272
H -2.738 0.529 -0.549 0.233
H -2.160 -0.324 0.904 0.244
H -2.131 1.443 0.848 0.242
H 0.689 1.643 2.026 0.196
H 1.744 0.123 2.207 0.214
```

Summary:
electronic energy: -11982.5543 eV
largest force on an atom: 2.462 eV Å⁻¹
energy relative to the best compared isomer or geometry (same formula, charge and spin): 85.6 kcal/mol
orbital gap: 9.12 eV
charge: 0

[6]
# C7H15F3N3O9SV

C7H15F3N3O9SV as an isolated structure in a non-equilibrium geometry (ωB97M-V/def2-TZVPD, OMol25).

Structure (XYZ):
```
39
Properties=species:S:1:pos:R:3:nbo_charge:R:1
V 0.837 -0.809 0.386 1.666
N 0.376 -3.386 -0.130 0.734
O 0.996 -2.571 -0.898 -0.523
O 0.182 -4.539 -0.334 -0.311
O 0.002 -2.763 0.907 -0.526
N 1.639 -0.900 2.931 0.738
O 2.083 -0.831 4.033 -0.317
O 2.290 -1.277 1.909 -0.516
O 0.533 -0.405 2.539 -0.534
C 4.344 1.423 0.515 0.783
F 5.354 0.914 -0.154 -0.289
F 4.254 0.834 1.690 -0.284
F 4.469 2.720 0.692 -0.290
S 2.774 1.095 -0.487 2.290
O 2.746 1.951 -1.643 -0.879
O 2.639 -0.351 -0.766 -0.959
O 1.609 1.190 0.422 -0.993
C -2.566 -1.017 1.449 -0.632
C -2.235 -0.975 -0.054 -0.222
N -1.091 -0.104 -0.376 -0.516
C -1.310 1.294 0.108 -0.238
C -2.678 1.951 -0.151 -0.644
C -1.111 -0.048 -1.883 -0.229
C 0.007 0.718 -2.587 -0.641
H -3.340 -1.787 1.530 0.226
H -3.058 -0.115 1.806 0.210
H -1.745 -1.373 2.065 0.244
H -2.031 -2.008 -0.336 0.219
H -3.112 -0.691 -0.640 0.200
H -1.047 1.286 1.169 0.227
H -0.553 1.963 -0.294 0.236
H -3.503 1.401 0.296 0.213
H -2.626 2.886 0.412 0.235
H -2.844 2.223 -1.190 0.216
H -2.060 0.426 -2.139 0.194
H -1.099 -1.048 -2.316 0.222
H 0.945 0.166 -2.641 0.233
H 0.219 1.716 -2.208 0.225
H -0.289 0.838 -3.632 0.232
```

Summary:
electronic energy: -75070.5815 eV
largest force on an atom: 2.481 eV Å⁻¹
energy relative to the best compared isomer or geometry (same formula, charge and spin): 22.8 kcal/mol
orbital gap (spin up / spin down): 9.50 / 10.85 eV
charge: 0
⟨S²⟩: 2.0138
2S+1: 3